Record 1
C9H16AlAuClNO | ωB97M-V/def2-TZVPD

Geometry as ORCA input:
```
! RIJCOSX wB97M-V def2-TZVPD def2/J DEFGRID3
* xyz -1 4
Al -2.641 1.928 0.848
Cl -3.004 0.400 -0.948
C -3.264 3.644 -0.147
C -4.548 1.397 1.516
H -4.043 4.279 0.334
H -2.519 4.437 -0.465
H -3.780 3.259 -1.075
H -5.233 2.206 1.895
H -4.701 0.584 2.316
H -5.088 1.044 0.571
Au -0.523 0.921 -0.385
C -0.097 1.501 -2.353
C -0.532 1.050 1.628
H -0.768 2.295 -2.676
H 0.934 1.871 -2.048
H -0.031 0.689 -3.114
H -1.002 0.259 2.233
H 0.153 1.654 2.254
O 1.223 -1.314 -0.878
N 2.232 -1.691 -0.132
C 3.427 -1.008 -0.244
C 4.503 -1.362 0.597
C 4.353 -2.323 1.566
C 3.135 -3.049 1.642
C 2.069 -2.681 0.785
H 3.509 -0.218 -0.982
H 5.479 -0.859 0.401
H 5.153 -2.564 2.246
H 2.950 -3.809 2.394
H 1.130 -3.265 0.760
*
```

Results
DFT total energy   -1320.6505 Eh
Relative energy (zero: lowest compared OMol25 entry of this formula, charge and spin)   12.5 kcal per mole
HOMO level (spin up / spin down)   -1.34 / -3.80 eV
⟨S²⟩   3.7842
Lowest unoccupied orbital energy (spin up / spin down)   0.1029 / 0.0275 hartree
Largest force on an atom   3.0 eV/A

Record 2
C19H44FN2O3S | ωB97M-V/def2-TZVPD

Geometry as ORCA input:
```
! RIJCOSX wB97M-V def2-TZVPD def2/J DEFGRID3
* xyz 1 1
C -2.291 4.184 0.686
C -2.874 2.634 0.842
C -4.093 2.523 -0.296
C -3.988 1.165 -1.210
C -4.781 -0.111 -0.554
C -3.911 -0.877 0.652
C -3.231 -2.194 -0.074
C -2.601 -3.295 0.964
C -2.099 -4.577 0.015
C -0.970 -4.161 -1.097
C -1.593 -3.788 -2.589
N -1.021 -2.497 -3.172
S 0.676 -2.720 -3.641
O 1.114 -1.539 -4.588
O 1.602 -2.597 -2.381
F 0.827 -4.213 -4.471
H -3.259 4.880 0.678
H -1.543 4.475 1.541
H -1.784 4.277 -0.387
H -2.081 1.816 0.531
H -3.246 2.390 1.925
H -3.972 3.438 -1.040
H -5.167 2.638 0.181
H -4.510 1.418 -2.251
H -2.856 0.962 -1.470
H -5.835 0.131 -0.108
H -4.962 -0.893 -1.438
H -4.635 -1.155 1.529
H -3.034 -0.151 1.009
H -2.413 -1.790 -0.816
H -4.128 -2.743 -0.639
H -3.455 -3.743 1.655
H -1.757 -2.887 1.665
H -1.593 -5.344 0.749
H -3.037 -5.143 -0.459
H -0.393 -3.228 -0.686
H -0.187 -5.022 -1.286
H -2.762 -3.583 -2.462
H -1.509 -4.661 -3.367
H -0.981 -1.733 -2.461
C 3.767 1.124 3.343
C 3.494 0.370 2.048
N 2.319 0.934 1.210
C 1.026 0.796 2.055
C 2.075 0.037 -0.029
C 3.178 0.009 -1.072
C 2.450 2.450 0.864
C 3.740 2.905 0.158
O 4.887 2.643 0.957
C 6.058 2.337 0.209
H 2.927 1.057 4.042
H 4.629 0.671 3.846
H 4.000 2.176 3.191
H 3.239 -0.668 2.280
H 4.383 0.347 1.419
H 0.919 -0.252 2.353
H 0.178 1.106 1.434
H 1.096 1.444 2.929
H 1.140 0.376 -0.496
H 1.916 -0.978 0.354
H 3.097 0.855 -1.759
H 3.054 -0.885 -1.696
H 4.182 -0.032 -0.653
H 2.357 2.986 1.814
H 1.581 2.699 0.245
H 3.687 3.991 0.019
H 3.828 2.477 -0.836
H 5.973 2.601 -0.852
H 6.251 1.265 0.299
H 6.901 2.874 0.646
*
```

Results
DFT total energy   -1583.0848 Eh
HOMO level   -12.45 eV
Lowest unoccupied orbital energy   -0.1172 hartree
Largest force on an atom   7.9 eV/A

Record 3
C26H28AsCeN8S7 | ωB97M-V/def2-TZVPD

Geometry as ORCA input:
```
! RIJCOSX wB97M-V def2-TZVPD def2/J DEFGRID3
* xyz -2 2
Ce 0.412 0.594 0.602
C -1.585 -1.128 -2.303
C -0.220 -1.344 -2.982
N 0.925 -1.024 -2.141
C 2.061 -1.917 -2.250
C 1.750 -3.376 -1.909
S 0.816 -3.708 -0.399
C -0.890 -3.842 -0.991
C -1.870 -2.785 -0.493
N -1.585 -1.417 -0.882
H -2.327 -1.735 -2.851
H -1.878 -0.086 -2.423
H -0.213 -0.764 -3.914
H -0.132 -2.389 -3.280
H 1.209 -0.063 -2.297
H 2.826 -1.549 -1.564
H 2.509 -1.921 -3.261
H 2.704 -3.894 -1.793
H 1.244 -3.882 -2.735
H -1.274 -4.804 -0.642
H -0.885 -3.901 -2.081
H -1.900 -2.817 0.596
H -2.864 -3.103 -0.862
H -2.218 -0.799 -0.395
C -0.515 -3.484 3.180
C 0.225 -2.259 2.734
N -0.629 -1.241 2.150
C -1.867 -1.146 2.620
C -2.493 -2.123 3.434
C -1.783 -3.376 3.583
C -3.801 -1.946 3.919
C -4.567 -0.860 3.602
C -4.037 0.083 2.677
C -4.801 1.158 2.177
C -4.292 1.984 1.218
C -2.985 1.753 0.755
N -2.230 0.785 1.229
C -2.726 -0.058 2.178
H 0.021 -4.425 3.220
H 0.981 -2.520 2.000
H -2.325 -4.240 3.959
H -4.206 -2.726 4.560
H -5.569 -0.728 3.990
H -5.807 1.301 2.558
H -4.864 2.808 0.812
H -2.533 2.383 -0.001
S 4.223 0.219 4.207
As 2.442 -0.123 3.146
S 1.121 1.619 3.071
S 2.718 -0.918 1.133
S 1.227 -1.691 4.190
S -0.332 1.931 -1.960
C 0.093 3.451 -1.211
S -0.172 3.629 0.459
C 0.713 4.436 -1.991
C 1.107 5.706 -1.475
N 1.453 6.751 -1.126
C 1.075 4.198 -3.348
N 1.420 4.059 -4.444
C 4.645 3.595 -2.767
N 4.013 3.093 -1.565
C 4.288 3.453 -0.263
C 3.377 2.805 0.509
N 2.553 2.044 -0.288
C 2.972 2.237 -1.517
H 5.217 4.485 -2.508
H 3.885 3.867 -3.498
H 5.322 2.853 -3.193
H 5.073 4.149 -0.027
H 3.246 2.822 1.578
H 2.507 1.859 -2.415
*
```

Results
DFT total energy   -6944.1497 Eh
Relative energy (zero: lowest compared OMol25 entry of this formula, charge and spin)   0.0 kcal per mole
HOMO level (spin up / spin down)   -2.00 / -2.01 eV
⟨S²⟩   0.7508
Lowest unoccupied orbital energy (spin up / spin down)   0.1446 / 0.1446 hartree
Largest force on an atom   0.9 eV/A

Record 4
C18H24B2NbO8 | ωB97M-V/def2-TZVPD

Geometry as ORCA input:
```
! RIJCOSX wB97M-V def2-TZVPD def2/J DEFGRID3
* xyz -1 1
C -3.664 -1.695 -2.875
C -3.009 -2.558 -3.966
C -2.611 -3.975 -3.512
C -1.116 -4.090 -3.194
O -0.574 -2.911 -2.645
Nb 0.459 -2.765 -0.994
O 1.580 -1.307 -1.644
B 1.173 -0.474 -2.614
O 0.554 0.736 -2.283
O 1.381 -0.771 -3.959
B 2.142 -4.502 -1.400
O 1.933 -5.520 -2.345
O 3.400 -4.521 -0.820
H -3.039 -0.842 -2.605
H -4.635 -1.303 -3.192
H -3.829 -2.260 -1.956
H -2.121 -2.051 -4.349
H -3.698 -2.647 -4.812
H -3.181 -4.249 -2.621
H -2.857 -4.697 -4.296
H -0.532 -4.404 -4.069
H -1.001 -4.891 -2.455
H -0.661 -1.619 -0.022
H -0.557 -4.097 -0.248
H 1.295 -2.878 0.604
H 0.291 1.239 -3.052
H 0.739 -0.413 -4.570
H 1.061 -5.908 -2.258
H 3.636 -5.400 -0.507
C -0.285 3.621 6.623
C -1.091 2.569 6.198
C -1.019 2.121 4.891
C -0.143 2.728 3.998
C 0.654 3.789 4.419
C 0.584 4.230 5.736
C 1.579 4.480 3.471
O 2.275 5.403 3.842
C 1.605 3.995 2.063
C 2.429 4.652 1.155
C 2.487 4.218 -0.158
C 1.733 3.124 -0.566
C 0.905 2.462 0.325
C 0.837 2.905 1.643
C -0.083 2.207 2.590
O -0.768 1.273 2.252
H -0.340 3.965 7.649
H -1.774 2.097 6.893
H -1.625 1.301 4.531
H 1.221 5.052 6.035
H 3.011 5.494 1.504
H 3.129 4.725 -0.867
H 1.791 2.765 -1.584
H 0.329 1.600 0.015
*
```

Results
DFT total energy   -1409.1068 Eh
HOMO level   -4.17 eV
Lowest unoccupied orbital energy   0.0417 hartree
Largest force on an atom   1.8 eV/A

Record 5
C50H58IrN7O2S | ωB97M-V/def2-TZVPD

Geometry as ORCA input:
```
! RIJCOSX wB97M-V def2-TZVPD def2/J DEFGRID3
* xyz 1 6
Ir -3.402 -19.069 8.190
C 1.912 -22.937 9.690
C 1.255 -22.297 10.898
C -0.209 -22.094 10.713
C -1.266 -22.997 11.021
C -1.135 -24.450 11.350
C -1.366 -25.299 10.105
C -2.401 -22.430 10.593
C -4.216 -21.535 9.531
C -5.364 -21.072 8.895
C -6.763 -21.486 8.807
C -7.328 -22.779 9.343
C -6.776 -24.010 8.683
C -7.431 -20.420 8.240
C -6.422 -19.384 7.947
C -6.628 -18.053 7.498
C -5.612 -17.108 7.425
N -4.274 -17.311 7.718
C -3.598 -16.148 7.383
C -2.168 -16.038 7.402
C -1.219 -16.931 7.768
N -1.493 -18.231 8.282
C -0.358 -18.742 8.716
C -0.055 -19.924 9.460
C -0.782 -20.926 10.062
N -2.132 -21.168 10.042
C 0.761 -17.875 8.356
C 0.249 -16.736 7.805
C 0.860 -15.458 7.312
C 1.049 -15.390 5.793
C 2.221 -18.152 8.597
C 2.753 -19.113 7.525
C -4.519 -15.194 6.889
C -5.764 -15.771 6.896
C -7.083 -15.270 6.324
C -7.284 -15.808 4.915
C -4.195 -13.803 6.461
C -3.642 -13.770 5.055
N -5.241 -19.859 8.255
C -8.902 -20.285 8.021
C -9.290 -20.655 6.604
H 2.989 -22.959 9.846
H 1.669 -22.386 8.774
H 1.581 -23.963 9.565
H 1.795 -21.383 11.164
H 1.373 -22.906 11.798
H -1.866 -24.705 12.100
H -0.158 -24.645 11.789
H -2.414 -25.322 9.804
H -1.059 -26.347 10.236
H -0.785 -24.901 9.273
H -3.729 -23.550 9.468
H -8.402 -22.753 9.216
H -7.133 -22.783 10.413
H -6.942 -23.972 7.588
H -7.261 -24.890 9.087
H -5.718 -24.117 8.912
H -7.638 -17.834 7.210
H -1.739 -15.109 7.070
H 1.019 -20.097 9.567
H 1.807 -15.311 7.845
H 0.232 -14.617 7.626
H 1.722 -16.164 5.396
H 1.452 -14.435 5.448
H 0.072 -15.523 5.329
H 2.345 -18.571 9.601
H 2.748 -17.204 8.566
H 2.108 -20.011 7.514
H 3.789 -19.442 7.660
H 2.662 -18.692 6.533
H -7.109 -14.178 6.367
H -7.882 -15.634 6.982
H -6.574 -15.344 4.246
H -8.301 -15.593 4.553
H -7.107 -16.883 4.918
H -3.437 -13.412 7.150
H -5.069 -13.181 6.552
H -2.715 -14.352 4.942
H -3.456 -12.725 4.742
H -4.402 -14.158 4.362
H -9.192 -19.256 8.203
H -9.432 -20.885 8.754
H -8.749 -20.055 5.876
H -10.338 -20.505 6.410
H -9.061 -21.706 6.387
C -4.435 -27.838 6.096
C -3.721 -26.501 6.119
C -2.396 -26.374 5.715
C -1.719 -25.171 5.835
C -2.397 -24.037 6.278
C -3.756 -24.110 6.602
C -4.414 -25.351 6.525
S -1.409 -22.574 6.638
O -0.420 -22.405 5.604
O -0.945 -22.859 7.973
N -2.369 -21.269 6.721
C -2.732 -20.587 5.618
C -2.630 -20.912 4.269
C -3.247 -20.122 3.335
C -3.882 -18.930 3.710
C -3.861 -18.655 5.039
N -3.299 -19.404 5.962
H -3.895 -28.501 5.425
H -5.480 -27.759 5.780
H -4.408 -28.289 7.103
H -1.884 -27.250 5.366
H -0.689 -25.106 5.538
H -4.249 -23.195 6.894
H -5.460 -25.414 6.779
H -2.095 -21.810 4.007
H -3.182 -20.452 2.316
H -4.325 -18.303 2.967
H -4.297 -17.731 5.367
C -4.599 -23.333 11.430
C -3.804 -22.798 10.239
N -3.198 -20.650 9.470
H -4.888 -22.528 12.115
H -3.938 -23.963 12.041
H -5.482 -23.905 11.171
*
```

Results
DFT total energy   -2976.0753 Eh
Relative energy (zero: lowest compared OMol25 entry of this formula, charge and spin)   22.5 kcal per mole
HOMO level (spin up / spin down)   -8.31 / -9.77 eV
⟨S²⟩   8.8498
Lowest unoccupied orbital energy (spin up / spin down)   -0.1149 / -0.2135 hartree
Largest force on an atom   3.5 eV/A

Record 6
H19O10 | ωB97M-V/def2-TZVPD

Geometry as ORCA input:
```
! RIJCOSX wB97M-V def2-TZVPD def2/J DEFGRID3
* xyz -1 1
O -1.573 0.325 -0.805
H -1.772 0.913 -0.074
H 0.263 1.242 0.375
O -1.585 4.149 0.764
H -1.771 3.647 1.593
H 1.757 -0.937 -1.787
O -0.106 1.969 0.968
H -0.809 3.630 0.413
H -0.596 1.613 1.688
O -0.123 -4.027 0.556
H -1.361 -1.615 2.756
H -0.900 -0.445 -0.323
O -2.212 -1.269 3.045
H 1.882 -1.191 0.464
H 0.473 -3.799 -0.146
O 3.177 3.097 -1.243
H 3.054 3.222 -0.299
H 2.312 2.804 -1.476
O -3.010 -1.538 -1.833
H -2.302 -1.232 -2.413
H -2.811 -0.784 -1.244
O 2.670 -1.748 0.696
H 3.106 -1.113 1.312
H -2.280 -0.366 2.749
O 0.365 -0.478 0.169
H 0.521 -1.223 0.751
O 2.351 -0.643 -2.568
H -0.934 -3.519 0.414
H 2.693 0.234 -2.593
*
```

Results
DFT total energy   -763.8103 Eh
Relative energy (zero: lowest compared OMol25 entry of this formula, charge and spin)   50.3 kcal per mole
HOMO level   -6.45 eV
Lowest unoccupied orbital energy   0.0975 hartree
Largest force on an atom   3.1 eV/A